No. 1
# C16H26NO4S

C16H26NO4S as an isolated structure at a distorted geometry (ωB97M-V with the def2-TZVPD basis set, OMol25).

```
48
Properties=species:S:1:pos:R:3:forces:R:3
C -6.00854 -2.65130 0.96961 0.1949 0.3229 -0.2425
C -5.72909 -1.72472 -0.20952 -0.1360 -0.2497 0.0482
O -4.49785 -1.02738 -0.08989 0.1600 -0.0143 -0.0898
C -4.51085 0.09307 0.76599 -0.1617 0.3503 0.0275
C -4.96472 1.37863 0.03994 0.4689 -0.4696 -0.4029
O -5.05936 2.45077 0.93810 0.0813 0.2451 0.2770
H -4.16921 2.78713 1.10405 -0.0506 -0.0288 -0.0015
C -4.03569 1.72875 -1.13701 -0.7675 -0.1173 -0.0009
O -2.76538 2.16452 -0.67830 0.0474 0.1464 0.2334
C -1.68273 1.35809 -0.68604 0.5602 -0.1077 0.0232
C -0.47539 1.98812 -0.36228 -0.3884 -0.1427 -0.0847
C 0.71063 1.28973 -0.33698 0.1469 -0.0517 0.0038
C 0.71546 -0.06839 -0.63932 -0.4947 0.3026 -0.0002
C -0.48113 -0.70280 -0.95336 0.3678 0.1624 0.0689
C -1.67234 -0.00578 -0.97816 -0.2749 0.2507 0.0083
H -2.58280 -0.54235 -1.18817 -0.1144 -0.0289 -0.0127
H -0.48883 -1.75989 -1.17800 -0.0181 -0.1465 -0.0268
N 1.88806 -0.85782 -0.64025 -0.0618 -0.3660 -0.1246
C 3.13631 -0.50902 -0.35743 0.1511 -0.3784 0.0309
O 3.51581 0.61349 -0.00966 -0.7141 -0.0716 0.1103
C 4.18821 -1.60584 -0.49735 -0.0142 0.3106 -0.0541
C 5.44058 -1.17789 0.25204 -0.3226 0.1979 -0.2387
H 6.29943 -1.76821 -0.05553 0.0798 0.0929 0.0490
H 5.29396 -1.26267 1.32726 0.1247 0.0736 0.0314
S 5.81866 0.59267 -0.10843 1.4030 -0.4160 0.4041
C 7.63897 0.43301 -0.15881 -0.3084 0.0691 -0.0288
H 7.91008 -0.10199 -1.06316 -0.0422 -0.0655 -0.1093
H 8.06212 1.43106 -0.20900 -0.0103 0.1332 -0.0033
H 8.02301 -0.08604 0.71236 -0.0101 -0.0733 0.1337
C 5.73194 1.36215 1.52363 -0.2820 0.1141 -0.1580
H 4.68511 1.44990 1.79320 0.0016 -0.0399 -0.0265
H 6.28151 0.77194 2.24932 0.0813 -0.1123 -0.0286
H 6.16669 2.35377 1.44142 0.0864 0.0501 -0.0781
H 3.81990 -2.55279 -0.10157 0.0468 -0.0049 -0.0341
H 4.40421 -1.73908 -1.56052 -0.0184 -0.0707 0.0252
H 1.72118 -1.82029 -0.90879 0.2170 0.1438 0.0786
H 1.62780 1.79648 -0.09036 -0.0083 0.0302 0.0022
H -0.49441 3.04174 -0.13491 0.0042 0.1304 0.0179
H -3.96025 0.88544 -1.82530 0.0570 0.0549 0.0049
H -4.45576 2.59012 -1.66557 0.0510 -0.1614 0.0384
H -5.97407 1.22799 -0.35852 0.1306 -0.0282 -0.0623
H -3.48554 0.21786 1.13060 -0.1089 0.0566 0.0538
H -5.16386 -0.06222 1.63059 0.0632 0.0174 -0.0089
H -6.55793 -1.01939 -0.34131 0.0288 -0.0329 -0.0545
H -5.62412 -2.31268 -1.12526 -0.1316 0.0897 0.0591
H -6.14662 -2.08739 1.88881 -0.0429 0.0012 0.1078
H -5.17961 -3.34114 1.10603 0.0513 -0.0854 0.0137
H -6.91355 -3.21937 0.77584 -0.1232 -0.0825 0.0207
```
Forces are in eV/Å.

Values from the calculation:
M = 328.45 u
Energy relative to the best compared isomer or geometry (same formula, charge and spin) = 0.0 kcal/mol
HOMO level = -10.60 eV
Strongest force on any atom = 1.52 eV Å⁻¹
HOMO-LUMO gap = 8.2 eV
E_tot = -37522.492 eV
Net charge = +1

Results of the natural (NBO) charge analysis, in e, for atoms 1 through 4: -0.637 -0.059 -0.561 -0.094



No. 2
# C4H8S2

A 2-piece molecular cluster, C4H8S2 overall at a distorted geometry (ωB97M-V with the def2-TZVPD basis set, OMol25).

```
14
Properties=species:S:1:pos:R:3:forces:R:3
C 1.84917 -0.93771 0.87654 4.5200 0.0276 1.4376
C -1.72407 1.45098 -1.01026 0.4947 -1.3379 0.6417
C -1.48779 0.66750 0.28815 0.4591 2.2411 -0.4789
C -1.34860 -0.61282 0.38275 -1.0079 -1.1625 1.1395
S 3.29969 -0.58662 -0.20643 -1.4493 0.1467 -2.1325
S -1.52271 -2.11572 0.81269 0.4087 0.3568 -0.5556
H 1.25663 -0.15832 1.18743 -1.2664 1.9890 0.1207
H -2.30167 2.32796 -0.91605 -0.6026 0.9820 0.5499
H -0.85472 1.67398 -1.58095 1.2738 0.5125 0.1316
H -2.21368 0.82957 -1.70316 -1.1403 -0.9896 -0.7402
H -1.34130 1.25671 1.22378 -0.0582 -0.6072 -0.7093
H 1.39522 -1.67162 0.36189 -2.0765 -2.5379 -1.0953
H 2.37947 -1.32592 1.77707 -0.7378 -0.0674 -0.5237
H 2.61437 -0.79797 -1.49346 1.1826 0.4467 2.2146
```
Forces are in eV/Å.

Values from the calculation:
M = 120.24 u
Energy relative to the best compared isomer or geometry (same formula, charge and spin) = 63.0 kcal/mol
HOMO level = -8.52 eV
Strongest force on any atom = 4.74 eV Å⁻¹
HOMO-LUMO gap = 8.2 eV
E_tot = -25945.682 eV
Structure (SMILES) = CC=C=S.CS

Results of the natural (NBO) charge analysis, in e, for atoms 1 through 4: -0.683 -0.613 -0.377 -0.054



No. 3
# C22H44F3IN3O7

A 3-piece molecular cluster, C22H44F3IN3O7 overall (ωB97M-V with the def2-TZVPD basis set, OMol25).

```
80
Properties=species:S:1:pos:R:3:forces:R:3
C 1.35953 -1.20917 -1.43939 0.0272 0.1175 -0.0804
N 0.65447 -2.21692 -0.63923 -0.1565 -0.0895 -0.0423
C -0.50856 -2.89134 -0.97838 0.0419 0.0093 -0.3057
C -1.25258 -2.67150 -2.25363 0.1270 0.0385 -0.0641
C -2.56300 -3.45923 -2.32898 -0.0472 0.0194 0.0915
C -3.02855 -3.74363 -3.74612 -0.0209 -0.1265 0.0395
I -3.27802 -1.97055 -4.91315 -0.0033 0.0524 -0.0138
N -0.84354 -3.71528 -0.03243 0.3822 -0.2463 0.0847
N 0.12538 -3.55756 0.91134 -0.2483 -0.1456 -0.0554
C 1.02874 -2.66553 0.56338 0.4087 0.2638 0.0316
C 2.25869 -2.26238 1.30039 -0.1190 -0.0063 0.0455
C 3.53277 -3.00983 0.81942 -0.0733 0.0577 -0.0135
O 4.21957 -2.14775 -0.05751 0.0366 -0.2332 -0.1904
C 5.54041 -1.77409 0.26553 -0.0954 -0.0653 0.1816
C 5.84641 -0.50365 -0.53218 0.1543 -0.0248 0.0248
F 6.60689 -0.75891 -1.60125 -0.0144 -0.0523 -0.0764
F 6.50465 0.37880 0.22934 0.0782 0.0461 0.0480
F 4.72746 0.08697 -0.96399 -0.1008 0.1519 -0.0228
H 0.72263 -0.93187 -2.27747 0.0842 -0.0203 0.1002
H 1.54939 -0.32311 -0.83108 -0.0312 -0.0681 -0.0971
H 2.30479 -1.61326 -1.80194 -0.0826 0.0399 0.0471
H -0.59529 -2.93212 -3.09507 -0.0316 -0.0073 0.1410
H -1.45558 -1.59731 -2.35021 0.0798 -0.1750 -0.0501
H -3.34162 -2.89980 -1.80100 0.0704 -0.1846 0.0520
H -2.44330 -4.41922 -1.81503 -0.0462 0.0716 -0.0657
H -4.00537 -4.22349 -3.72572 0.0981 0.0439 -0.0606
H -2.33630 -4.37407 -4.30542 -0.0340 0.0928 0.0975
H 0.08804 -4.09081 1.76838 -0.0263 0.0239 -0.0635
H 2.42325 -1.20017 1.09572 0.0166 -0.0959 0.1814
H 2.10199 -2.37418 2.37637 -0.0572 -0.0818 -0.1415
H 4.13356 -3.30783 1.68399 0.0280 0.1363 -0.0977
H 3.27245 -3.91910 0.26459 0.0089 0.0353 0.1641
H 6.26748 -2.54454 -0.01028 -0.0616 0.0621 0.0108
H 5.65052 -1.54237 1.33140 -0.0760 -0.0061 -0.1032
C -6.09529 -1.05782 4.37371 -0.0671 0.0542 0.0649
O -5.98123 -0.36493 3.14668 0.1471 -0.1220 -0.1559
C -5.25847 0.84562 3.16814 -0.0945 0.1543 0.0802
C -3.98631 0.84566 2.33623 -0.0521 0.1436 0.0257
O -3.00398 -0.12299 2.66757 0.1862 -0.0013 0.0574
C -3.24568 -1.48436 2.38130 0.0241 0.0043 -0.0291
C -3.09692 -1.89785 0.92728 -0.0008 -0.0120 0.0380
O -3.97742 -1.27204 0.01953 -0.1043 0.0370 0.1729
C -3.41144 -0.33719 -0.87240 0.0883 -0.0443 -0.0399
H -7.10371 -0.94869 4.77962 0.0112 0.0194 0.0181
H -5.90906 -2.12013 4.20289 -0.0172 0.0012 -0.0218
H -5.37672 -0.69374 5.11232 0.0128 -0.0243 -0.0081
H -5.03226 1.14373 4.19700 0.0371 -0.0925 0.0073
H -5.89380 1.62793 2.73610 0.0000 0.0393 0.0851
H -3.50199 1.80162 2.55321 0.0066 0.0136 -0.1122
H -4.22216 0.83784 1.27185 -0.0761 -0.2097 0.0142
H -4.19399 -1.83434 2.78486 -0.1138 0.1264 -0.1110
H -2.44834 -2.01781 2.91019 -0.0645 -0.0684 0.0988
H -3.29986 -2.97543 0.89584 0.1026 0.0225 -0.0566
H -2.05482 -1.75119 0.60825 -0.2497 0.2081 0.1047
H -2.40780 -0.03435 -0.55378 -0.0217 0.0676 0.0167
H -4.03747 0.55382 -0.92792 -0.0383 -0.0417 0.0240
H -3.35356 -0.77924 -1.87075 -0.0290 0.1810 -0.0817
C 0.01934 5.70433 0.45535 -0.0418 0.0100 0.0733
O 1.30427 5.17464 0.71578 0.1265 -0.0085 -0.1719
C 1.37179 3.81848 1.07880 -0.0491 -0.0534 0.1824
C 2.10017 2.92113 0.08742 -0.0574 -0.0252 0.0374
O 1.58098 2.85786 -1.22791 -0.0741 -0.1606 -0.0108
C 1.72822 3.98389 -2.08688 -0.0149 0.0033 -0.1503
C 3.10620 4.19556 -2.69315 0.0269 -0.0180 -0.1463
O 4.15270 4.40858 -1.77018 -0.1661 0.0097 0.0953
C 5.05842 3.33777 -1.61442 0.0429 -0.0769 0.0368
H -0.30243 6.34182 1.28221 -0.0164 -0.0212 0.0140
H 0.06204 6.31236 -0.44969 0.0190 0.0056 0.0094
H -0.72140 4.91392 0.30869 0.0036 0.0043 -0.0330
H 0.37086 3.41881 1.27814 -0.0311 0.0388 -0.0889
H 1.94234 3.74656 2.01374 -0.0804 -0.0337 0.0399
H 1.95982 1.90615 0.47991 0.1403 -0.0211 0.0269
H 3.16937 3.12674 0.09624 0.0039 0.1979 -0.0971
H 1.36157 4.89661 -1.62268 0.1450 -0.0097 0.1697
H 1.07351 3.76063 -2.93419 -0.0622 0.0783 0.0380
H 3.02742 5.08944 -3.32127 0.0132 -0.0277 -0.0286
H 3.34721 3.35574 -3.35485 0.0229 -0.0169 0.0468
H 4.66746 2.42188 -2.06351 0.0534 -0.0185 0.0257
H 5.21935 3.15608 -0.54921 0.0304 0.0117 -0.0024
H 6.02572 3.57169 -2.06647 -0.0373 0.0419 -0.0554
```
Forces are in eV/Å.

Values from the calculation:
M = 646.51 u
HOMO level = -11.04 eV
Strongest force on any atom = 0.49 eV Å⁻¹
HOMO-LUMO gap = 8.3 eV
E_tot = -58573.591 eV
Net charge = +1

Results of the Mulliken charge analysis, in e, for atoms 1 through 4: -0.869 0.250 0.183 -0.680